Record 1
Density functional theory data (ωB97M-V with the def2-TZVPD basis set) for a cluster of 2 separate species, C5H9NO3S in total at a distorted geometry.

Geometry (Å):
C -2.0496 -2.2056 -1.0292
C -1.6019 -0.6973 -0.7661
C -0.5833 -0.2220 -0.0235
S -0.2761 1.5148 0.0971
C 0.0722 1.8374 1.8982
O -1.3948 2.2866 -0.3633
O 1.0136 1.8338 -0.5381
H -1.3181 -2.8608 -0.5881
H -2.2562 -2.2668 -2.1589
H -3.0087 -2.2237 -0.4970
H -2.1289 0.1044 -1.3030
H 0.2155 -0.8377 0.4376
H 0.5208 2.7422 1.7767
H -0.8025 1.6315 2.5997
H 0.8014 1.1178 2.0942
N 2.5230 -0.3619 -0.5332
C 3.6456 -0.6804 -0.3221
O 4.6982 -1.1413 -0.1006
H 1.9296 0.4290 -0.6802

Atomic forces in eV per Å
-0.1194 3.5167 -0.7644
0.5633 -0.2860 -0.2713
-0.0202 -1.1796 -0.2642
0.7158 0.8047 0.5921
-3.2918 -2.9604 -1.1406
-0.3617 -0.2852 0.1198
-0.9297 -0.4851 0.4743
0.0514 -0.5054 -0.2691
0.5451 -0.3977 1.8205
0.1273 -0.5460 -0.1997
-0.3562 -0.5259 0.3023
-0.7315 0.3828 -0.1515
0.8395 2.9266 0.4803
1.0497 0.9343 -1.1921
1.4151 -1.1490 0.5123
-0.0570 -0.9748 -0.0118
0.4542 -0.3618 0.1315
0.1610 0.1413 -0.0106
-0.0550 0.9505 -0.1578

* total energy: -874.5211 Ha
* highest occupied orbital energy: -10.57 eV
* total charge: 0
* LUMO: 0.53 eV
* relative energy (zero: lowest compared OMol25 entry of this formula, charge and spin): 54.34 kcal per mole
* HOMO-LUMO gap: 11.10 eV
* SMILES: C/C=C/S(C)(=O)=O.N=C=O

Record 2
Density functional theory data (ωB97M-V with the def2-TZVPD basis set) for an isolated molecule of C5H9NO4 at a distorted geometry.

Geometry (Å):
N 1.7276 -1.0622 -0.6595
C 1.2338 0.1968 0.0120
C -0.3677 0.2206 0.3583
C -1.1936 0.3259 -0.9856
C -2.6833 0.2220 -0.5850
O -3.5180 0.7019 -1.3136
O -2.7980 -0.4772 0.7804
C 2.0396 0.4767 1.3102
O 1.7223 1.4580 1.9034
O 3.1995 -0.1999 1.4480
H 2.0199 -0.8246 -1.6397
H 1.1726 -1.9184 -0.3941
H 1.4401 1.0908 -0.5747
H -0.6217 -0.6823 0.9446
H -0.5788 1.2230 0.9163
H -1.2263 1.3280 -1.5393
H -0.9493 -0.5357 -1.5170
H -3.7401 -0.6060 0.7144
H 3.1216 -0.9374 0.8209

Atomic forces in eV per Å
-0.4334 1.2903 0.2273
-1.4636 -1.7008 1.0620
1.8770 2.4290 -1.0408
-1.4412 1.5538 3.1292
1.6269 -0.1263 0.2044
0.0245 -1.4657 2.4212
-0.7407 1.9405 -4.2603
0.1760 0.4883 -2.1460
0.3318 0.2835 1.5195
-0.9205 0.2235 0.6669
-0.9057 -1.3581 1.3919
0.8219 1.4513 -1.2978
0.1211 -0.2554 -0.3566
0.0410 0.7220 -0.3784
0.5571 -2.1718 -0.4734
0.9496 -1.6364 0.6236
0.3001 -1.1474 -1.7073
-1.0394 -0.3873 0.8175
0.1172 -0.1331 -0.4028

* total energy: -551.6148 Ha
* highest occupied orbital energy: -9.71 eV
* total charge: 0
* LUMO: 0.39 eV
* relative energy (zero: lowest compared OMol25 entry of this formula, charge and spin): 47.05 kcal per mole
* HOMO-LUMO gap: 10.10 eV
* SMILES: N[C@@H](CCC(=O)O)C(=O)O

Record 3
Density functional theory data (ωB97M-V with the def2-TZVPD basis set) for a cluster of 2 separate species, C5H9NO4 in total at a distorted geometry.

Geometry (Å):
C -1.0488 0.5411 0.0376
C -1.3003 1.5779 1.0990
C 1.3994 -1.9771 0.1386
N -0.7665 -0.8139 0.5729
C 0.9339 1.0130 -0.3799
C 0.1851 -1.2622 -0.3253
O -1.6328 0.5599 -1.0857
O 0.9787 1.6277 -1.5806
O 1.7793 1.1889 0.4557
O -0.1842 -1.3792 -1.5635
H -1.0010 -0.7039 -1.6819
H 0.1470 1.4267 -2.0431
H -0.4129 -0.7817 1.5213
H -0.4936 1.6157 1.8294
H -1.4131 2.5510 0.6259
H -2.2387 1.3126 1.6004
H 1.0837 -2.8905 0.6539
H 2.0231 -2.2480 -0.7099
H 1.9617 -1.3580 0.8353

Atomic forces in eV per Å
1.3812 0.3040 -0.5577
-0.1273 -0.1756 0.0077
0.1452 0.0906 -0.1549
0.4096 -0.1980 -0.3235
-1.3573 0.5661 0.2313
-1.2768 -0.8023 -0.0411
-0.0301 -0.2732 -0.1528
0.1887 -0.1197 -0.0702
0.2047 -0.2257 -0.0957
0.1089 0.7297 0.6901
0.3418 -0.0769 0.4419
0.0093 0.0037 0.1720
0.1070 0.0293 -0.0357
-0.0075 -0.0230 -0.0497
0.0044 -0.0524 0.0057
0.0486 0.0544 -0.0250
-0.0765 0.0861 -0.0461
-0.0299 0.0231 0.0205
-0.0437 0.0598 -0.0166

* total energy: -551.5817 Ha
* highest occupied orbital energy: -7.97 eV
* total charge: 0
* LUMO: -0.27 eV
* relative energy (zero: lowest compared OMol25 entry of this formula, charge and spin): 67.84 kcal per mole
* HOMO-LUMO gap: 7.69 eV

Record 4
Density functional theory data (ωB97M-V with the def2-TZVPD basis set) for an isolated molecule of C5H9NO4 at a distorted geometry.

Geometry (Å):
C 0.0960 -1.1948 -2.0643
C -1.1381 -0.6002 -1.4500
O -2.2655 -1.0550 -1.5437
C -0.8307 0.7055 -0.6868
C 0.0660 0.5084 0.5358
C 0.1001 1.6480 1.4891
O -0.3427 -0.7250 1.1382
N 0.9802 -1.2331 1.7240
O 1.6625 -0.3465 2.2181
O 1.1280 -2.4332 1.6979
H 0.6963 -0.3982 -2.5169
H 0.6875 -1.6769 -1.2781
H -0.1789 -1.9366 -2.8102
H -1.7876 1.1284 -0.3590
H -0.3396 1.3907 -1.4016
H 1.0750 0.3583 0.1403
H 0.0168 2.5962 0.9538
H -0.6953 1.6017 2.2382
H 1.0701 1.6623 1.9752

Atomic forces in eV per Å
-0.1443 -0.3221 -0.2497
-0.6547 0.3038 0.3732
1.4078 0.5087 0.0282
-1.1450 -0.0154 0.0225
0.0144 0.0801 -1.7244
0.0826 1.2271 0.3185
2.6946 -1.1271 0.7803
-0.7103 -0.1572 1.2215
-0.6208 -2.6244 -0.8554
-0.3715 2.2964 -0.1491
-0.0130 -0.2069 0.0512
-0.0364 0.0425 -0.1097
0.0900 -0.0549 0.0012
0.1140 0.0301 -0.2070
-0.2111 -0.1146 0.4567
-0.0685 0.0085 0.0060
-0.1988 -0.0239 -0.0672
0.0640 -0.0788 -0.1444
-0.2928 0.2281 0.2478

* total energy: -551.4738 Ha
* highest occupied orbital energy: -9.85 eV
* total charge: 0
* LUMO: -0.37 eV
* relative energy (zero: lowest compared OMol25 entry of this formula, charge and spin): 135.53 kcal per mole
* HOMO-LUMO gap: 9.48 eV
* SMILES: CC(=O)C[C@@H](C)O[N+](=O)[O-]

Record 5
Density functional theory data (ωB97M-V with the def2-TZVPD basis set) for an isolated molecule of C5H9NO4 at a distorted geometry.

Geometry (Å):
N -1.0211 -0.9715 1.9792
C -0.0319 -0.5209 0.9829
C -0.5421 -0.4927 -0.4638
C 0.6068 -0.4151 -1.5087
C 0.3643 0.6894 -2.5578
O 0.1498 0.4593 -3.7220
O 0.3871 1.9250 -2.0429
C 0.4724 0.8412 1.4337
O 0.9241 1.6925 0.6910
O 0.3997 1.0531 2.7182
H -1.9785 -0.6071 1.7747
H -1.0704 -1.9791 2.0373
H 0.7915 -1.1821 1.0386
H -1.2202 0.3311 -0.6436
H -1.1080 -1.3638 -0.6601
H 1.5407 -0.2115 -1.0020
H 0.7462 -1.3728 -2.0306
H 0.6422 1.8641 -1.1285
H -0.0526 0.2609 3.1044

Atomic forces in eV per Å
-0.7851 0.3913 -0.1754
-1.7972 0.5577 -0.2819
1.0949 0.6525 -0.2987
-0.2313 -0.1755 -0.4369
0.0607 -0.8218 -0.0586
0.0774 0.3363 0.6424
-0.3080 -0.0494 -1.5066
0.4296 0.7675 -0.9248
-0.2211 -0.5271 0.0437
-0.1265 -0.2929 1.1134
1.1710 -0.4426 0.1700
-0.0493 0.0052 -0.0873
1.0320 -0.8084 0.0964
-0.1979 0.3882 0.3117
-0.5743 -1.0882 -0.0257
0.3074 0.2124 0.1177
-0.2103 0.3784 0.0829
0.2997 0.1599 1.3933
0.0284 0.3563 -0.1758

* total energy: -551.6812 Ha
* highest occupied orbital energy: -10.03 eV
* total charge: 0
* LUMO: 0.24 eV
* relative energy (zero: lowest compared OMol25 entry of this formula, charge and spin): 5.41 kcal per mole
* HOMO-LUMO gap: 10.27 eV
* SMILES: N[C@@H](CCC(=O)O)C(=O)O

Record 6
Density functional theory data (ωB97M-V with the def2-TZVPD basis set) for an isolated molecule of C5H9NOS at a distorted geometry.

Geometry (Å):
C 1.4861 -0.7417 0.8674
C 1.0868 -0.5818 -0.5811
C 1.2791 0.7343 -1.2073
N -0.1036 0.2681 -0.9235
C -0.7778 0.9803 0.1066
O -0.5618 2.1517 0.3423
C -1.8840 0.1498 0.6823
S -3.2262 -0.1743 -0.4600
H 1.3978 0.1956 1.4495
H 2.5455 -1.0839 0.9453
H 0.8420 -1.4960 1.3304
H 1.0698 -1.4788 -1.1764
H 1.5336 0.7961 -2.2352
H 1.6402 1.4940 -0.5503
H -1.4477 -0.8461 1.0346
H -2.3340 0.6998 1.5698
H -2.5457 -1.0672 -1.1943

Atomic forces in eV per Å
0.3516 -0.2761 0.2057
-0.7309 0.3976 0.6469
-0.9956 -0.7511 0.0864
1.4092 0.5790 0.5321
0.3404 0.4504 -1.1588
-0.2753 -0.8753 0.2103
0.0989 -0.5109 2.3148
-0.2038 -0.1321 -0.2822
-0.0152 -0.3634 -0.4250
-0.7705 0.1877 -0.0911
0.2270 0.0326 0.1484
0.3415 -0.1789 -0.1466
0.1504 0.1934 -0.7319
0.2009 0.5407 0.1587
-0.6278 1.3594 -0.3213
0.5931 -0.7521 -1.0792
-0.0939 0.0991 -0.0671

* total energy: -724.0587 Ha
* highest occupied orbital energy: -9.09 eV
* total charge: 0
* LUMO: 0.79 eV
* relative energy (zero: lowest compared OMol25 entry of this formula, charge and spin): 38.33 kcal per mole
* HOMO-LUMO gap: 9.88 eV
* SMILES: C[C@@H]1CN1C(=O)CS

> Number 3 is which compound?

C5H9NO4

Copy entry 1 word for word.
Density functional theory data (ωB97M-V with the def2-TZVPD basis set) for a cluster of 2 separate species, C5H9NO3S in total at a distorted geometry.

Geometry (Å):
C -2.0496 -2.2056 -1.0292
C -1.6019 -0.6973 -0.7661
C -0.5833 -0.2220 -0.0235
S -0.2761 1.5148 0.0971
C 0.0722 1.8374 1.8982
O -1.3948 2.2866 -0.3633
O 1.0136 1.8338 -0.5381
H -1.3181 -2.8608 -0.5881
H -2.2562 -2.2668 -2.1589
H -3.0087 -2.2237 -0.4970
H -2.1289 0.1044 -1.3030
H 0.2155 -0.8377 0.4376
H 0.5208 2.7422 1.7767
H -0.8025 1.6315 2.5997
H 0.8014 1.1178 2.0942
N 2.5230 -0.3619 -0.5332
C 3.6456 -0.6804 -0.3221
O 4.6982 -1.1413 -0.1006
H 1.9296 0.4290 -0.6802

Atomic forces in eV per Å
-0.1194 3.5167 -0.7644
0.5633 -0.2860 -0.2713
-0.0202 -1.1796 -0.2642
0.7158 0.8047 0.5921
-3.2918 -2.9604 -1.1406
-0.3617 -0.2852 0.1198
-0.9297 -0.4851 0.4743
0.0514 -0.5054 -0.2691
0.5451 -0.3977 1.8205
0.1273 -0.5460 -0.1997
-0.3562 -0.5259 0.3023
-0.7315 0.3828 -0.1515
0.8395 2.9266 0.4803
1.0497 0.9343 -1.1921
1.4151 -1.1490 0.5123
-0.0570 -0.9748 -0.0118
0.4542 -0.3618 0.1315
0.1610 0.1413 -0.0106
-0.0550 0.9505 -0.1578

* total energy: -874.5211 Ha
* highest occupied orbital energy: -10.57 eV
* total charge: 0
* LUMO: 0.53 eV
* relative energy (zero: lowest compared OMol25 entry of this formula, charge and spin): 54.34 kcal per mole
* HOMO-LUMO gap: 11.10 eV
* SMILES: C/C=C/S(C)(=O)=O.N=C=O

What did the sixth record say?
Density functional theory data (ωB97M-V with the def2-TZVPD basis set) for an isolated molecule of C5H9NOS at a distorted geometry.

Geometry (Å):
C 1.4861 -0.7417 0.8674
C 1.0868 -0.5818 -0.5811
C 1.2791 0.7343 -1.2073
N -0.1036 0.2681 -0.9235
C -0.7778 0.9803 0.1066
O -0.5618 2.1517 0.3423
C -1.8840 0.1498 0.6823
S -3.2262 -0.1743 -0.4600
H 1.3978 0.1956 1.4495
H 2.5455 -1.0839 0.9453
H 0.8420 -1.4960 1.3304
H 1.0698 -1.4788 -1.1764
H 1.5336 0.7961 -2.2352
H 1.6402 1.4940 -0.5503
H -1.4477 -0.8461 1.0346
H -2.3340 0.6998 1.5698
H -2.5457 -1.0672 -1.1943

Atomic forces in eV per Å
0.3516 -0.2761 0.2057
-0.7309 0.3976 0.6469
-0.9956 -0.7511 0.0864
1.4092 0.5790 0.5321
0.3404 0.4504 -1.1588
-0.2753 -0.8753 0.2103
0.0989 -0.5109 2.3148
-0.2038 -0.1321 -0.2822
-0.0152 -0.3634 -0.4250
-0.7705 0.1877 -0.0911
0.2270 0.0326 0.1484
0.3415 -0.1789 -0.1466
0.1504 0.1934 -0.7319
0.2009 0.5407 0.1587
-0.6278 1.3594 -0.3213
0.5931 -0.7521 -1.0792
-0.0939 0.0991 -0.0671

* total energy: -724.0587 Ha
* highest occupied orbital energy: -9.09 eV
* total charge: 0
* LUMO: 0.79 eV
* relative energy (zero: lowest compared OMol25 entry of this formula, charge and spin): 38.33 kcal per mole
* HOMO-LUMO gap: 9.88 eV
* SMILES: C[C@@H]1CN1C(=O)CS

> The lowest highest occupied orbital energy belongs to which entry?

C5H9NO3S